Below is one molecule with the formula C3H3NO, with properties calculated with the ωB97M-V functional and the def2-TZVPD basis.

Bonds (Å) are listed after each position.
Atoms and positions in Å:
1 C 1.091 0.468 0.006  C2 1.378, C5 1.377, H6 1.149
2 C 0.700 -0.853 0.017  C1 1.378, N3 1.326, H7 1.050
3 N -0.613 -1.027 -0.033  C2 1.326, O4 1.333
4 O -1.109 0.208 0.035  N3 1.333, C5 1.313
5 C -0.138 1.087 -0.059  C1 1.377, O4 1.313, H8 1.104
6 H 2.186 0.813 -0.012  C1 1.149
7 H 1.366 -1.664 0.054  C2 1.050
8 H -0.304 2.163 0.121  C5 1.104

Properties
max |F|: 0.065 hartree/bohr
orbital gap: 10.986 eV
charge: 0
SMILES string: c1cnoc1